C30H26BrN10O5S5Ta | wB97M-V/def2-TZVPD

```
78
Properties=species:S:1:pos:R:3
Ta -0.561 -0.148 -0.154
O 0.329 -5.447 5.022
N 0.158 -5.903 3.910
O 0.019 -7.069 3.634
C 0.182 -4.938 2.781
C 0.717 -5.373 1.640
C 0.907 -4.459 0.545
C 1.548 -4.836 -0.642
C 1.771 -3.890 -1.605
C 1.328 -2.587 -1.382
N 0.685 -2.210 -0.281
C 0.487 -3.142 0.677
C -0.168 -2.723 1.883
N -0.616 -1.452 1.912
C -1.202 -1.004 3.016
C -1.392 -1.808 4.140
C -0.957 -3.104 4.114
C -0.308 -3.591 2.963
H 1.035 -6.405 1.555
H 1.864 -5.864 -0.779
H 2.267 -4.136 -2.534
H 1.484 -1.828 -2.137
H -1.556 0.022 3.004
H -1.894 -1.405 5.010
H -1.094 -3.746 4.971
C 4.764 0.985 1.837
N 3.339 0.696 2.020
C 2.741 0.832 3.352
C 2.535 0.373 0.992
N 1.300 0.018 1.120
N 3.116 0.437 -0.269
C 2.417 0.522 -1.443
N 3.186 0.630 -2.548
N 1.124 0.535 -1.476
H 5.236 1.003 2.813
H 4.930 1.957 1.362
H 5.268 0.201 1.269
H 3.483 1.263 4.017
H 2.445 -0.141 3.754
H 1.885 1.509 3.313
H 1.010 0.076 2.085
H 4.112 0.548 -0.313
H 4.190 0.595 -2.518
H 2.756 0.707 -3.454
H 0.765 0.687 -2.415
O -6.435 -0.494 -3.362
C -5.428 -0.685 -2.760
S -5.312 -0.612 -0.977
C -3.595 -0.854 -0.908
C -2.935 -1.095 -2.079
S -1.254 -1.487 -2.125
S -3.865 -1.084 -3.541
S -2.782 -0.860 0.603
Br -2.342 2.082 -5.372
C -3.462 2.471 -3.905
C -4.758 2.856 -4.190
C -5.657 3.092 -3.156
C -5.277 2.921 -1.836
C -3.985 2.511 -1.553
C -3.065 2.300 -2.578
C -1.687 1.947 -2.192
O -0.684 2.369 -2.725
O -1.610 1.126 -1.126
H -5.065 2.964 -5.221
H -6.666 3.404 -3.395
H -5.983 3.093 -1.035
H -3.669 2.370 -0.526
S -0.404 2.342 1.252
C 0.918 3.255 0.634
N 0.978 3.556 -0.688
C 1.873 4.407 -1.219
C 2.796 4.988 -0.407
C 2.754 4.603 0.935
N 1.866 3.756 1.448
H 0.309 3.095 -1.318
H 1.789 4.585 -2.283
H 3.521 5.692 -0.786
H 3.482 5.000 1.634
```

For the LUMO energy, the calculation gives -0.2254 hartree. The calculation puts the energy above the lowest of the compared OMol25 structures with the same formula, charge and spin at 40.2 kcal/mol. As for the total charge: +2. The energy comes out at -182430.848 eV. The HOMO energy is -12.35 eV. As for the max |F|: 2.2 eV Å⁻¹. The HOMO-LUMO gap comes out at 6.21 eV.

C30H26ClF3IrO2SbSe3Te | wB97M-V/def2-TZVPD

```
68
Properties=species:S:1:pos:R:3
Ir -2.134 1.611 -0.921
Se -3.098 3.698 -0.330
Se -3.908 6.433 1.230
Te -5.065 6.631 -0.961
Se -4.116 4.542 -2.177
Cl -0.500 -2.784 -6.690
C -0.770 -1.979 -5.167
C -0.476 -2.652 -3.970
C -0.681 -2.039 -2.766
C -1.172 -0.704 -2.673
O -1.294 -0.190 -1.500
C -1.479 -0.050 -3.899
C -2.010 1.281 -3.968
O -2.212 2.054 -3.030
C -1.266 -0.709 -5.129
H -0.084 -3.660 -4.011
H -0.457 -2.550 -1.836
H -2.252 1.651 -4.976
H -1.494 -0.186 -6.050
C -3.022 -1.067 1.235
C -3.069 0.392 1.709
C -2.725 0.459 3.199
C -4.501 0.920 1.502
C -2.151 1.289 0.891
H -3.889 -1.611 1.618
H -2.122 -1.566 1.599
H -3.022 -1.119 0.146
H -3.448 -0.113 3.787
H -2.741 1.491 3.557
H -1.732 0.041 3.390
H -5.179 0.339 2.131
H -4.795 0.820 0.457
H -4.589 1.973 1.775
H -1.642 2.016 1.552
F 4.022 1.895 5.665
C 3.316 1.454 4.599
C 2.007 1.860 4.452
C 1.294 1.384 3.356
C 1.873 0.522 2.429
C 3.204 0.152 2.614
C 3.937 0.612 3.697
Sb 0.648 -0.229 0.816
C 1.524 -2.199 0.851
C 0.811 -3.188 1.525
C 1.259 -4.501 1.578
C 2.437 -4.813 0.933
F 2.880 -6.091 0.962
C 3.181 -3.868 0.256
C 2.712 -2.562 0.219
C 1.864 0.625 -0.718
C 2.330 1.929 -0.574
C 3.026 2.559 -1.596
C 3.241 1.864 -2.768
F 3.914 2.471 -3.772
C 2.794 0.572 -2.955
C 2.100 -0.038 -1.919
H 1.563 2.527 5.178
H 0.265 1.704 3.230
H 3.686 -0.508 1.902
H 4.970 0.330 3.851
H -0.120 -2.939 2.024
H 0.706 -5.273 2.096
H 4.102 -4.159 -0.233
H 3.292 -1.818 -0.314
H 2.150 2.473 0.347
H 3.393 3.571 -1.494
H 2.984 0.064 -3.891
H 1.731 -1.046 -2.070
```

For the LUMO energy (spin up / spin down), the calculation gives 0.0658 / 0.0429 hartree. The spin multiplicity is 2. The calculation puts the energy above the lowest of the compared OMol25 structures with the same formula, charge and spin at 25.8 kcal/mol. As for the total charge: -1. The energy comes out at -269011.392 eV. The HOMO energy (spin up / spin down) is -3.67 / -3.49 eV. As for the max |F|: 0.9 eV Å⁻¹. The HOMO-LUMO gap (spin up / spin down) comes out at 5.46 / 4.66 eV. Its expectation value of S² is 0.763.

C30H26ClF6NO5PPbS2Se2Te2 | wB97M-V/def2-TZVPD

```
77
Properties=species:S:1:pos:R:3
Pb 10.361 10.282 12.981
Cl 10.973 10.514 18.234
C 11.728 12.082 18.158
C 12.934 12.345 18.867
C 13.538 13.605 18.774
C 13.014 14.542 17.898
C 11.957 14.235 17.080
C 11.291 13.019 17.198
P 9.778 12.558 16.225
C 9.628 14.208 15.313
C 10.403 14.294 14.178
C 10.329 15.418 13.371
C 9.404 16.446 13.670
C 8.651 16.375 14.794
C 8.741 15.279 15.629
C 8.575 12.777 17.523
C 7.394 12.097 17.434
C 6.292 12.332 18.311
C 6.379 13.372 19.239
C 7.576 14.072 19.305
C 8.663 13.771 18.484
H 13.318 11.563 19.557
H 14.346 13.859 19.409
H 13.474 15.501 17.791
H 11.624 14.897 16.347
H 11.138 13.533 13.995
H 11.019 15.519 12.520
H 9.262 17.278 12.991
H 7.954 17.184 15.069
H 8.224 15.190 16.562
H 7.354 11.317 16.667
H 5.479 11.669 18.131
H 5.502 13.685 19.784
H 7.562 14.921 19.986
H 9.555 14.388 18.547
Se 12.613 11.703 12.766
Te 14.411 10.446 11.739
Te 12.828 10.226 9.514
Se 10.824 9.201 10.520
F 6.185 6.607 14.673
C 7.212 6.810 15.471
F 8.231 6.311 14.845
F 6.978 6.135 16.617
S 7.500 8.624 15.760
O 8.903 8.678 16.054
O 6.632 9.113 16.770
N 7.200 9.305 14.343
S 5.700 9.615 13.848
O 4.662 8.959 14.612
O 5.488 11.030 13.514
C 5.682 8.765 12.202
F 5.641 7.483 12.301
F 6.781 9.080 11.519
F 4.649 9.143 11.423
C 6.907 18.258 10.833
C 7.122 16.787 11.119
C 8.088 16.118 10.383
C 8.429 14.776 10.699
C 9.638 14.166 10.021
C 7.698 14.093 11.680
C 8.144 12.847 12.277
O 9.273 12.417 12.058
C 6.586 14.736 12.341
C 5.753 14.087 13.375
C 6.310 16.041 12.016
H 6.375 18.723 11.644
H 6.351 18.480 9.908
H 7.859 18.785 10.689
H 8.575 16.592 9.556
H 10.044 14.866 9.322
H 9.348 13.245 9.488
H 10.412 13.810 10.670
H 7.459 12.323 12.952
H 5.206 13.281 12.813
H 4.996 14.776 13.697
H 6.288 13.588 14.179
H 5.513 16.642 12.540
```

For the LUMO energy, the calculation gives 0.0620 hartree. The calculation puts the energy above the lowest of the compared OMol25 structures with the same formula, charge and spin at 11.6 kcal/mol. As for the total charge: -1. The energy comes out at -253576.568 eV. The HOMO energy is -4.79 eV. As for the max |F|: 2.3 eV Å⁻¹. The HOMO-LUMO gap comes out at 6.48 eV.

C30H26N10OS2W | wB97M-V/def2-TZVPD

```
70
Properties=species:S:1:pos:R:3
W -1.742 -1.463 0.578
C 3.761 -2.153 -0.677
N 2.298 -2.184 -0.804
C 1.393 -1.768 0.058
N 0.170 -1.969 -0.449
C 0.432 -2.538 -1.672
N 1.703 -2.676 -1.914
C 4.391 -0.951 -1.335
C 5.547 -1.115 -2.086
C 6.210 -0.007 -2.599
C 5.717 1.267 -2.375
C 4.544 1.431 -1.642
C 3.887 0.325 -1.121
C 4.022 2.777 -1.407
N 4.653 3.896 -1.419
N 3.716 4.880 -1.143
C 2.591 4.280 -0.988
O 2.699 2.931 -1.134
C 1.269 4.850 -0.733
C 1.136 6.155 -0.270
C -0.132 6.678 -0.070
C -1.260 5.913 -0.333
C -1.126 4.614 -0.810
C -2.369 3.827 -1.166
N -2.121 2.381 -1.136
C -2.239 1.549 -0.127
N -1.764 0.348 -0.501
C -1.366 0.548 -1.806
N -1.578 1.760 -2.212
C 0.141 4.085 -1.005
H 4.127 -3.078 -1.115
H 3.974 -2.173 0.393
H 1.623 -1.343 1.023
H -0.330 -2.856 -2.367
H 5.941 -2.108 -2.264
H 7.112 -0.142 -3.178
H 6.223 2.138 -2.767
H 2.990 0.479 -0.530
H 2.021 6.744 -0.074
H -0.244 7.690 0.294
H -2.245 6.337 -0.175
H -2.714 4.048 -2.176
H -3.182 4.033 -0.472
H -2.643 1.796 0.841
H -0.924 -0.212 -2.428
H 0.278 3.092 -1.407
C -4.447 -0.485 4.316
C -3.290 -0.755 3.395
S -3.679 -1.048 1.697
C -2.013 -0.811 3.781
C -1.500 -0.630 5.176
S -0.785 -1.150 2.550
H -5.391 -0.490 3.774
H -4.340 0.486 4.800
H -4.503 -1.243 5.098
H -2.226 -0.098 5.788
H -0.567 -0.066 5.185
H -1.307 -1.597 5.646
N -3.500 -8.581 -1.005
C -3.237 -7.496 -0.740
C -2.903 -6.140 -0.410
C -1.713 -5.850 0.255
C -1.421 -4.538 0.546
N -2.255 -3.529 0.226
C -3.419 -3.815 -0.394
C -3.768 -5.099 -0.742
H -1.028 -6.636 0.538
H -0.505 -4.270 1.055
H -4.087 -2.986 -0.589
H -4.705 -5.290 -1.245
```

For the LUMO energy (spin up / spin down), the calculation gives -0.2733 / -0.2712 hartree. The calculation puts the energy above the lowest of the compared OMol25 structures with the same formula, charge and spin at 0.0 kcal/mol. As for the total charge: +2. The energy comes out at -71962.600 eV. The HOMO energy (spin up / spin down) is -13.01 / -13.01 eV. As for the max |F|: 0.1 eV Å⁻¹. The HOMO-LUMO gap (spin up / spin down) comes out at 5.57 / 5.63 eV.

C30H26N5O2RbS2 | wB97M-V/def2-TZVPD

```
66
Properties=species:S:1:pos:R:3
Rb 0.062 0.254 -0.289
C 4.330 1.620 2.789
C 3.011 1.093 2.269
N 2.417 1.580 1.236
N 2.985 2.646 0.634
C 2.606 2.761 -0.645
O 1.936 1.957 -1.311
C 3.116 4.016 -1.313
C 2.591 4.360 -2.555
C 3.033 5.495 -3.221
C 4.019 6.294 -2.657
C 4.553 5.952 -1.420
C 4.102 4.824 -0.751
C 2.406 -0.060 2.945
C 3.054 -0.683 4.024
C 2.491 -1.798 4.616
C 1.290 -2.287 4.130
C 0.709 -1.607 3.068
N 1.230 -0.531 2.501
H 4.634 2.455 2.167
H 5.104 0.848 2.752
H 4.239 1.955 3.827
H 1.839 3.707 -2.978
H 2.611 5.754 -4.185
H 4.371 7.177 -3.178
H 5.327 6.569 -0.978
H 4.503 4.545 0.214
H 3.999 -0.303 4.386
H 2.993 -2.287 5.443
H 0.816 -3.168 4.542
H -0.225 -1.959 2.639
C -1.708 -1.078 -4.324
C -2.075 -0.838 -2.865
N -1.568 -1.604 -1.957
N -0.993 -2.745 -2.504
C 0.072 -3.236 -1.980
S 1.211 -2.721 -0.823
S 0.553 -4.853 -2.646
C -0.833 -5.329 -3.727
C -1.970 -6.055 -3.056
C -2.485 -5.642 -1.826
C -3.548 -6.315 -1.244
C -4.115 -7.418 -1.871
C -3.610 -7.841 -3.090
C -2.548 -7.162 -3.674
C -3.096 0.210 -2.613
C -4.056 0.359 -3.624
C -5.116 1.250 -3.572
C -5.224 2.076 -2.453
C -4.313 1.971 -1.432
C -3.226 1.030 -1.419
O -2.460 0.973 -0.419
H -0.643 -1.300 -4.382
H -1.929 -0.210 -4.940
H -2.234 -1.951 -4.721
H -0.394 -5.978 -4.490
H -1.196 -4.420 -4.208
H -2.049 -4.783 -1.335
H -3.937 -5.973 -0.293
H -4.944 -7.943 -1.410
H -4.039 -8.703 -3.589
H -2.155 -7.500 -4.627
H -3.994 -0.278 -4.498
H -5.833 1.302 -4.383
H -6.029 2.803 -2.382
H -4.389 2.605 -0.555
```

For the LUMO energy, the calculation gives 0.1497 hartree. As for the total charge: -2. The energy comes out at -65404.968 eV. The HOMO energy is -1.41 eV. As for the max |F|: 0.6 eV Å⁻¹. The HOMO-LUMO gap comes out at 5.48 eV.

C30H26N7NaO7S2Se2 | wB97M-V/def2-TZVPD

```
75
Properties=species:S:1:pos:R:3
Na -0.572 -0.248 0.907
C 4.938 -2.303 6.309
C 3.757 -2.374 5.377
C 3.617 -1.446 4.346
C 2.552 -1.523 3.465
C 1.609 -2.530 3.616
C 1.727 -3.461 4.633
C 2.802 -3.377 5.510
S 0.226 -2.551 2.486
O -0.436 -3.828 2.647
O -0.536 -1.363 2.844
N 0.786 -2.279 1.041
C 1.714 -3.066 0.428
C 2.312 -4.218 0.993
C 3.275 -4.900 0.286
C 3.640 -4.465 -0.985
C 2.980 -3.352 -1.474
N 2.053 -2.670 -0.816
H 5.251 -1.270 6.465
H 5.794 -2.844 5.897
H 4.704 -2.743 7.280
H 4.339 -0.646 4.223
H 2.460 -0.797 2.666
H 0.982 -4.242 4.724
H 2.897 -4.101 6.313
H 2.003 -4.568 1.967
H 3.737 -5.777 0.724
H 4.395 -4.969 -1.573
H 3.214 -2.981 -2.470
Se -1.577 3.721 -1.587
Se -3.156 2.370 -0.620
C -2.526 2.296 1.205
C -2.950 1.196 1.948
C -2.450 1.062 3.228
C -1.590 2.034 3.726
C -1.257 3.095 2.908
N -1.713 3.231 1.658
C -0.366 2.339 -2.208
C 0.285 2.544 -3.421
C 1.219 1.604 -3.824
C 1.451 0.502 -3.020
C 0.735 0.381 -1.837
N -0.154 1.289 -1.434
H -3.545 0.405 1.505
H -2.684 0.175 3.802
H -1.145 1.944 4.708
H -0.566 3.861 3.243
H 0.056 3.412 -4.025
H 1.754 1.731 -4.758
H 2.170 -0.261 -3.284
H 0.908 -0.479 -1.197
N -1.625 -3.174 -1.183
N -2.844 -2.990 -0.462
C -3.082 -1.741 0.178
O -4.017 -1.725 1.002
O -2.360 -0.772 -0.201
H -1.580 -2.376 -1.808
H -0.844 -3.022 -0.543
H -3.014 -3.760 0.166
O 5.696 1.965 1.163
S 4.584 2.144 2.070
O 4.936 2.233 3.472
N 3.404 1.090 1.815
C 2.260 1.681 1.439
O 1.177 1.128 1.242
C 2.409 3.179 1.251
C 1.460 4.071 0.780
C 1.824 5.410 0.689
C 3.099 5.835 1.056
C 4.050 4.929 1.512
C 3.675 3.603 1.593
H 0.478 3.719 0.490
H 1.106 6.135 0.323
H 3.355 6.885 0.974
H 5.048 5.248 1.785
```

For the LUMO energy, the calculation gives 0.1386 hartree. The calculation puts the energy above the lowest of the compared OMol25 structures with the same formula, charge and spin at 6.7 kcal/mol. As for the total charge: -2. The energy comes out at -213079.647 eV. The HOMO energy is -2.97 eV. As for the max |F|: 0.6 eV Å⁻¹. The HOMO-LUMO gap comes out at 6.74 eV.

Repeat the sixth record exactly.
C30H26N7NaO7S2Se2 | wB97M-V/def2-TZVPD

```
75
Properties=species:S:1:pos:R:3
Na -0.572 -0.248 0.907
C 4.938 -2.303 6.309
C 3.757 -2.374 5.377
C 3.617 -1.446 4.346
C 2.552 -1.523 3.465
C 1.609 -2.530 3.616
C 1.727 -3.461 4.633
C 2.802 -3.377 5.510
S 0.226 -2.551 2.486
O -0.436 -3.828 2.647
O -0.536 -1.363 2.844
N 0.786 -2.279 1.041
C 1.714 -3.066 0.428
C 2.312 -4.218 0.993
C 3.275 -4.900 0.286
C 3.640 -4.465 -0.985
C 2.980 -3.352 -1.474
N 2.053 -2.670 -0.816
H 5.251 -1.270 6.465
H 5.794 -2.844 5.897
H 4.704 -2.743 7.280
H 4.339 -0.646 4.223
H 2.460 -0.797 2.666
H 0.982 -4.242 4.724
H 2.897 -4.101 6.313
H 2.003 -4.568 1.967
H 3.737 -5.777 0.724
H 4.395 -4.969 -1.573
H 3.214 -2.981 -2.470
Se -1.577 3.721 -1.587
Se -3.156 2.370 -0.620
C -2.526 2.296 1.205
C -2.950 1.196 1.948
C -2.450 1.062 3.228
C -1.590 2.034 3.726
C -1.257 3.095 2.908
N -1.713 3.231 1.658
C -0.366 2.339 -2.208
C 0.285 2.544 -3.421
C 1.219 1.604 -3.824
C 1.451 0.502 -3.020
C 0.735 0.381 -1.837
N -0.154 1.289 -1.434
H -3.545 0.405 1.505
H -2.684 0.175 3.802
H -1.145 1.944 4.708
H -0.566 3.861 3.243
H 0.056 3.412 -4.025
H 1.754 1.731 -4.758
H 2.170 -0.261 -3.284
H 0.908 -0.479 -1.197
N -1.625 -3.174 -1.183
N -2.844 -2.990 -0.462
C -3.082 -1.741 0.178
O -4.017 -1.725 1.002
O -2.360 -0.772 -0.201
H -1.580 -2.376 -1.808
H -0.844 -3.022 -0.543
H -3.014 -3.760 0.166
O 5.696 1.965 1.163
S 4.584 2.144 2.070
O 4.936 2.233 3.472
N 3.404 1.090 1.815
C 2.260 1.681 1.439
O 1.177 1.128 1.242
C 2.409 3.179 1.251
C 1.460 4.071 0.780
C 1.824 5.410 0.689
C 3.099 5.835 1.056
C 4.050 4.929 1.512
C 3.675 3.603 1.593
H 0.478 3.719 0.490
H 1.106 6.135 0.323
H 3.355 6.885 0.974
H 5.048 5.248 1.785
```

For the LUMO energy, the calculation gives 0.1386 hartree. The calculation puts the energy above the lowest of the compared OMol25 structures with the same formula, charge and spin at 6.7 kcal/mol. As for the total charge: -2. The energy comes out at -213079.647 eV. The HOMO energy is -2.97 eV. As for the max |F|: 0.6 eV Å⁻¹. The HOMO-LUMO gap comes out at 6.74 eV.